Below is an isolated ion of composition C6H13N2O and charge +1, with properties calculated with wB97M-V/def2-TZVPD.

XYZ file:
```
22
Properties=species:S:1:pos:R:3:forces:R:3:nbo_charge:R:1
C -0.197605 1.064527 0.288505 2.12 2.03 0.56 -0.157
C -1.079052 0.531935 -0.758667 3.81 0.56 -2.75 0.248
C -3.243196 -0.651276 -0.612823 -1.34 0.37 -0.59 0.268
C -3.333674 -2.130039 -0.613225 -0.44 -1.69 -1.54 -0.727
C 2.619464 0.445009 -0.756568 0.04 -1.36 -1.16 -0.470
C 2.757422 0.735017 1.829179 -2.20 -1.13 -1.05 -0.446
N -2.155908 -0.033271 -0.650391 -1.03 -0.63 0.05 -0.258
N 2.078623 0.110928 0.522045 -0.15 1.29 3.93 -0.156
O 0.633088 0.040509 0.759199 0.74 -0.54 -0.61 -0.385
H -0.737324 1.505483 1.084257 -0.73 0.37 1.07 0.209
H 0.478218 1.875469 -0.132788 -1.12 -0.74 0.14 0.221
H -0.412210 0.609562 -1.729988 -2.38 -0.56 1.02 0.249
H -4.146289 0.000182 -0.740702 0.68 -0.69 0.29 0.254
H -2.465048 -2.581079 -1.183935 -1.09 0.54 0.60 0.269
H -4.327267 -2.587023 -0.945550 1.21 1.35 -0.48 0.286
H -3.374361 -2.632742 0.320394 0.69 0.19 1.59 0.293
H 1.881883 0.182767 -1.561865 0.71 0.13 0.64 0.197
H 3.102187 1.417642 -1.004979 -0.54 -0.32 0.66 0.203
H 3.346877 -0.395385 -0.700901 0.37 0.97 -1.36 0.257
H 3.248575 -0.096514 2.299011 0.42 -0.27 0.11 0.220
H 3.411329 1.597490 1.811804 0.11 0.17 -1.00 0.212
H 1.914269 0.990802 2.477982 0.12 -0.04 -0.13 0.215
```
Positions in Å, forces in eV/Å.

Output
HOMO-LUMO gap: 7.15 eV
SMILES string: CC=[N+]=CCON(C)C
max |F|: 4.73 eV/Å
net charge: +1
electronic energy: -420.71798 Eh